Record 1
Here is C5H9N in the gas phase in a non-equilibrium geometry from the OMol25 dataset. Energies are from ωB97M-V with the def2-TZVPD basis set.

Calculated values
SMILES: C=N/C=C/CC
Kohn-Sham gap: 9.34 eV
HOMO level: -8.708 eV
Max |F|: 4.12 eV/A
Relative energy (zero: lowest compared OMol25 entry of this formula, charge and spin): 54.5 kcal per mole

CARTESIAN COORDINATES (ANGSTROEM)
C1 -0.95 -0.78 0.61
C2 -1.09 -2.08 -0.11
H1 0.16 0.07 -0.98
H2 0.58 2.19 -1.51
C3 0.94 0.84 0.68
C4 1.47 2.44 -0.92
H3 -0.80 -0.92 1.72
N1 1.77 1.80 0.16
H4 -0.38 -2.29 -0.85
H5 2.11 3.33 -1.31
C5 0.08 0.01 0.07
H6 1.00 0.85 1.80
H7 -0.81 -2.94 0.54
H8 -2.18 -2.21 -0.28
H9 -1.90 -0.29 0.40

Record 2
Here is C5H9N in the gas phase in a non-equilibrium geometry from the OMol25 dataset. Energies are from ωB97M-V with the def2-TZVPD basis set.

Calculated values
SMILES: C=CCNC=C
Kohn-Sham gap: 9.11 eV
HOMO level: -7.997 eV
Max |F|: 1.28 eV/A
Relative energy (zero: lowest compared OMol25 entry of this formula, charge and spin): 41.8 kcal per mole

CARTESIAN COORDINATES (ANGSTROEM)
H1 0.14 -1.05 2.90
H2 1.02 -0.08 0.93
H3 1.29 -0.93 -3.20
H4 0.37 1.90 -0.21
H5 1.29 1.32 -2.27
C1 -0.94 -0.11 1.41
N1 0.11 -0.04 0.51
C2 -0.85 -0.69 2.62
C3 0.70 0.52 -1.84
H6 -1.05 1.06 -0.83
C4 0.81 -0.74 -2.24
H7 0.70 -1.58 -1.55
C5 0.01 0.93 -0.57
H8 -1.90 0.22 1.04
H9 -1.68 -0.74 3.29

Record 3
Here is C5H9N in the gas phase in a non-equilibrium geometry from the OMol25 dataset. Energies are from ωB97M-V with the def2-TZVPD basis set.

Calculated values
SMILES: C=NC(=C)CC
Kohn-Sham gap: 7.89 eV
HOMO level: -7.870 eV
Max |F|: 3.16 eV/A
Relative energy (zero: lowest compared OMol25 entry of this formula, charge and spin): 79.7 kcal per mole

CARTESIAN COORDINATES (ANGSTROEM)
C1 -0.10 0.21 -0.47
H1 -2.22 -0.65 1.64
H2 -1.00 -1.77 2.26
C2 1.86 1.52 -0.60
H3 -0.45 -1.97 -0.11
C3 -0.49 0.36 -1.74
H4 1.90 2.56 -0.93
C4 -0.37 -1.01 0.40
C5 -1.15 -0.84 1.71
H5 0.64 -1.10 0.82
H6 -1.31 -0.24 -2.11
N1 0.89 1.05 0.07
H7 2.61 0.77 -0.91
H8 -0.76 -0.01 2.29
H9 -0.03 1.15 -2.32

Record 4
Here is C5H9N in the gas phase from the OMol25 dataset. Energies are from ωB97M-V with the def2-TZVPD basis set.

Calculated values
Kohn-Sham gap (alpha / beta): 8.27 / 8.19 eV
HOMO level (alpha / beta): -8.913 / -8.827 eV
Max |F|: 0.54 eV/A
Relative energy (zero: lowest compared OMol25 entry of this formula, charge and spin): 130.6 kcal per mole

CARTESIAN COORDINATES (ANGSTROEM)
C1 -0.66 1.06 -0.61
H1 2.15 -1.01 0.34
H2 -0.50 0.72 1.83
C2 -0.69 -0.08 1.10
C3 0.24 -0.10 -0.13
C4 1.76 -0.09 -0.13
H3 -2.00 -0.42 -0.45
H4 2.13 -0.04 -1.15
H5 -0.40 -2.11 -0.25
H6 2.15 0.77 0.43
H7 -0.86 -1.02 1.64
H8 -0.83 1.17 -1.68
N1 -1.77 0.39 0.16
H9 -0.46 2.03 -0.14
C5 -0.27 -1.26 -0.96

Record 5
Here is C5H9N in the gas phase in a non-equilibrium geometry from the OMol25 dataset. Energies are from ωB97M-V with the def2-TZVPD basis set.

Calculated values
SMILES: C=CC/C=C/N
Kohn-Sham gap: 9.29 eV
HOMO level: -8.109 eV
Max |F|: 1.91 eV/A
Relative energy (zero: lowest compared OMol25 entry of this formula, charge and spin): 48.5 kcal per mole

CARTESIAN COORDINATES (ANGSTROEM)
N1 1.67 1.67 2.04
C1 -0.09 -0.82 -0.22
H1 1.13 2.48 1.79
H2 -0.62 0.93 0.92
H3 2.23 -0.11 1.13
C2 0.27 0.40 0.59
H4 -1.83 0.41 -0.82
H5 -1.17 -1.77 -2.78
H6 0.66 -1.05 -1.00
C3 -1.81 -1.21 -2.11
C4 -1.34 -0.55 -1.05
H7 -2.89 -1.18 -2.25
H8 2.63 1.95 2.18
H9 -0.26 -1.72 0.38
C5 1.42 0.58 1.21

Record 6
Here is C5H9N in the gas phase in a non-equilibrium geometry from the OMol25 dataset. Energies are from ωB97M-V with the def2-TZVPD basis set.

Calculated values
SMILES: C=C/C=C/CN
Kohn-Sham gap: 9.79 eV
HOMO level: -8.707 eV
Max |F|: 3.95 eV/A
Relative energy (zero: lowest compared OMol25 entry of this formula, charge and spin): 58.4 kcal per mole

CARTESIAN COORDINATES (ANGSTROEM)
H1 -1.81 -1.33 0.68
H2 -2.24 1.34 0.81
C1 2.90 0.27 0.11
C2 -0.30 0.66 -0.11
H3 3.93 0.09 -0.16
N1 -2.32 -0.75 -0.11
C3 -1.79 0.66 -0.05
H4 -0.09 -1.44 0.48
C4 1.88 -0.59 -0.24
C5 0.47 -0.45 0.03
H5 2.49 1.11 0.64
H6 2.18 -1.64 -0.67
H7 -2.08 1.20 -0.98
H8 0.13 1.61 -0.50
H9 -3.36 -0.72 0.08